(1)
Entry from the Open Molecules 2025 dataset: a 2-piece molecular cluster, C4H6ClN overall (the ωB97M-V functional and the def2-TZVPD basis).

Element x y z (Å)
C 2.637 -0.115 -1.046
C 1.712 -0.909 -0.622
C -0.075 0.451 0.139
C -2.058 0.779 1.361
N -0.964 -0.024 0.758
Cl 0.401 1.966 -0.438
H 3.366 -0.386 -1.737
H 2.352 1.063 -0.960
H 1.291 -1.796 -0.303
H -2.812 0.666 0.631
H -1.729 1.860 1.457
H -2.426 0.448 2.418

Results
Energy, eV: -18252.41791
HOMO level, eV: -7.95

(2)
Entry from the Open Molecules 2025 dataset: C34H39BO2 as an isolated structure (the ωB97M-V functional and the def2-TZVPD basis).

Element x y z (Å)
C 2.448 -4.474 0.496
C 2.096 -3.231 1.264
C 2.446 -3.391 2.763
C 2.610 -1.827 0.643
C 3.928 -1.322 1.200
C 2.640 -1.839 -0.890
O 1.610 -0.903 1.102
B 0.685 -1.725 1.697
C -0.068 -1.344 2.956
C -0.972 -2.253 3.523
C -1.538 -1.962 4.763
C -1.251 -0.737 5.388
C -0.478 0.231 4.724
C 0.083 -0.058 3.487
C -1.746 -0.708 -0.547
C -2.199 -0.406 0.828
C -1.692 -2.005 -1.117
C -1.094 -2.172 -2.402
C -1.290 -3.340 -3.120
C -1.937 -4.432 -2.535
C -2.371 -4.343 -1.212
C -2.205 -3.174 -0.482
O 0.672 -3.054 1.237
H 3.538 -4.611 0.510
H 1.982 -5.333 0.986
H 2.101 -4.418 -0.539
H 3.502 -3.641 2.910
H 2.193 -2.491 3.351
H 1.805 -4.195 3.150
H 4.742 -2.035 1.003
H 4.175 -0.365 0.720
H 3.815 -1.141 2.278
H 3.441 -2.505 -1.248
H 1.688 -2.173 -1.334
H 2.880 -0.838 -1.278
H -1.228 -3.172 2.996
H -2.133 -2.732 5.258
H -1.566 -0.566 6.425
H -0.239 1.187 5.191
H 0.638 0.698 2.936
H -0.963 -0.027 -0.909
H -1.396 0.186 1.263
H -3.106 0.204 0.857
H -2.311 -1.304 1.435
H -0.547 -1.317 -2.821
H -0.956 -3.390 -4.159
H -2.143 -5.326 -3.121
H -2.854 -5.194 -0.732
H -2.451 -3.120 0.584
C -4.099 5.217 1.556
C -4.113 3.961 0.728
C -4.980 2.928 1.102
C -5.009 1.743 0.384
C -4.169 1.553 -0.745
C -4.138 0.237 -1.307
C -3.983 -0.074 -2.692
C -4.121 -1.436 -3.108
C -4.021 -1.815 -4.438
C -3.725 -0.856 -5.412
C -3.541 0.473 -5.028
C -3.683 0.871 -3.700
C -3.265 2.587 -1.080
C -3.244 3.771 -0.353
H -3.487 5.991 1.074
H -5.126 5.614 1.672
H -3.701 5.035 2.572
H -5.608 3.067 1.993
H -5.683 0.936 0.683
H -4.589 -0.555 -0.689
H -4.233 -2.192 -2.331
H -4.117 -2.867 -4.725
H -3.615 -1.148 -6.446
H -3.264 1.222 -5.783
H -3.529 1.917 -3.439
H -2.539 2.425 -1.870
H -2.518 4.550 -0.589

Results
Energy, eV: -40662.19038
HOMO level, eV: -6.08

(3)
Entry from the Open Molecules 2025 dataset: C36H38N8O5S4Ti as an isolated structure (the ωB97M-V functional and the def2-TZVPD basis).

Element x y z (Å)
Ti -0.280 1.183 -1.201
C -0.287 -2.175 4.616
O 0.972 -2.777 4.324
C 2.040 -1.997 4.047
C 3.266 -2.475 4.522
C 4.432 -1.763 4.331
C 4.409 -0.540 3.667
C 3.206 -0.071 3.183
C 2.019 -0.793 3.339
N 0.837 -0.278 2.724
C 0.575 -0.326 1.376
N 1.453 -1.103 0.696
C 1.642 -1.693 -0.574
C 0.861 -1.572 -1.734
C 1.309 -2.194 -2.909
C 2.443 -2.982 -2.917
C 3.206 -3.132 -1.769
C 2.812 -2.474 -0.622
O 3.566 -2.498 0.533
C 4.063 -3.769 0.940
N -0.441 0.340 0.873
C -1.367 0.805 1.869
C -1.236 2.105 2.363
C -2.064 2.607 3.347
C -3.059 1.789 3.869
C -3.197 0.499 3.404
C -2.363 -0.016 2.406
O -2.634 -1.319 2.110
C -1.945 -2.056 1.108
H -0.840 -2.922 5.181
H -0.839 -1.920 3.717
H -0.151 -1.286 5.237
H 3.261 -3.411 5.064
H 5.363 -2.154 4.718
H 5.314 0.035 3.529
H 3.151 0.865 2.641
H 0.231 0.329 3.255
H 2.218 -1.412 1.285
H 0.734 -2.060 -3.809
H 2.741 -3.473 -3.833
H 4.109 -3.726 -1.771
H 4.833 -4.134 0.259
H 3.249 -4.495 0.995
H 4.494 -3.618 1.926
H -0.451 2.717 1.938
H -1.940 3.623 3.694
H -3.722 2.156 4.641
H -3.960 -0.162 3.798
H -2.470 -3.008 1.054
H -0.907 -2.250 1.386
H -1.983 -1.555 0.143
C 3.885 0.408 -2.393
C 2.577 1.124 -2.544
O 1.737 1.064 -1.626
N 2.351 1.802 -3.659
C 1.167 2.630 -3.921
C -0.083 1.850 -4.204
C -0.498 1.640 -5.473
C -1.705 0.894 -5.706
C -2.405 0.416 -4.673
C -1.955 0.628 -3.284
N -0.776 1.402 -3.107
H 3.983 0.079 -1.363
H 4.723 1.050 -2.663
H 3.892 -0.474 -3.036
H 3.051 1.734 -4.379
H 1.416 3.238 -4.788
H 1.026 3.298 -3.070
H 0.062 2.060 -6.296
H -2.054 0.736 -6.717
H -3.323 -0.136 -4.822
H -2.772 0.968 -2.641
S 0.610 3.320 -0.439
C -1.039 3.871 -0.611
S -2.205 2.595 -0.680
C -1.358 5.194 -0.739
C -2.716 5.601 -0.893
N -3.814 5.927 -1.006
C -0.355 6.203 -0.699
N 0.468 7.008 -0.671
C -5.346 1.164 0.451
S -4.396 0.087 -0.624
C -5.133 -1.497 -0.215
H -6.401 1.165 0.180
H -4.952 2.172 0.334
H -5.232 0.874 1.495
H -4.994 -1.730 0.840
H -4.627 -2.255 -0.813
H -6.194 -1.518 -0.463
O -1.363 -2.078 -3.745
S -1.660 -1.236 -2.572
N -0.267 -0.742 -1.735

Results
Energy, eV: -126563.81783
HOMO level, eV: -7.14

(4)
Entry from the Open Molecules 2025 dataset: C4H5IN2 as an isolated structure (the ωB97M-V functional and the def2-TZVPD basis).

Element x y z (Å)
C -0.920 -0.826 0.193
C 1.288 -0.312 -1.084
C 1.627 -0.057 0.417
C 0.281 -0.397 -0.021
N -1.954 -1.400 0.146
N -2.089 1.566 0.543
I -3.408 0.377 -0.064
H 1.249 0.526 -1.661
H 1.681 -1.209 -1.436
H 2.321 -0.880 0.847
H 1.884 1.029 0.509
H -1.959 1.584 1.610

Results
Energy, eV: -15303.04117
HOMO level (spin up / spin down), eV: -8.33 / -8.33

(5)
Entry from the Open Molecules 2025 dataset: C25H24BF3FeN5O3S as an isolated structure (the ωB97M-V functional and the def2-TZVPD basis).

Element x y z (Å)
Fe 3.666 -1.221 -2.077
C -0.781 3.789 0.309
C -0.944 3.523 -1.201
N -0.383 2.188 -1.540
C 0.662 2.043 -2.325
C 1.410 0.925 -2.509
C 2.636 1.150 -3.335
O 2.854 2.302 -3.734
O 3.441 0.082 -3.507
C 1.109 -0.192 -1.621
O 1.922 -1.183 -1.370
C -0.132 -0.152 -0.920
C -0.575 -1.329 -0.207
C -1.863 -1.375 0.167
F -2.333 -2.451 0.824
C -2.764 -0.100 0.189
C -2.237 1.040 -0.313
C -0.906 1.011 -0.894
N -4.058 -0.205 0.654
C -4.765 -1.391 0.044
C -5.128 -1.068 -1.394
N -5.986 0.135 -1.515
C -5.493 1.259 -0.779
C -5.008 0.997 0.693
H 0.243 3.505 0.682
H -1.598 3.414 0.957
H -0.831 4.865 0.346
H -0.302 4.153 -1.825
H 6.824 1.208 -0.784
H 1.084 2.975 -2.595
H 0.073 -2.162 -0.193
H -2.934 1.820 -0.550
H -5.527 -1.754 0.729
H -4.090 -2.207 -0.029
H -5.766 -1.883 -1.909
H -4.218 -0.784 -1.887
H -6.994 -0.112 -1.325
H 6.422 0.800 -0.413
H -6.295 1.982 -0.879
H -4.683 1.696 -1.291
H -5.787 0.764 1.466
H -4.386 1.846 1.010
C 3.406 0.738 2.557
C 3.021 -0.702 2.432
C 1.749 -1.108 2.979
C 1.220 -2.323 2.733
C 1.966 -3.254 1.973
C 3.206 -2.972 1.590
C 3.731 -1.653 1.766
C 1.443 -4.584 1.739
N 0.954 -5.616 1.590
H 4.462 0.685 2.510
H 3.123 1.261 3.516
H 1.214 -0.434 3.635
H 0.265 -2.657 3.076
H 3.787 -3.629 0.961
H 4.656 -1.428 1.290
S 7.704 -2.517 -0.425
C 6.182 -2.433 -0.919
N 5.101 -2.282 -1.335
F 1.318 1.407 1.371
B 2.648 1.506 1.414
F 3.265 2.094 0.401

Results
Energy, eV: -93961.58320
HOMO level (spin up / spin down), eV: -3.36 / -3.32
Total charge: -1
2S+1: 5

(6)
Entry from the Open Molecules 2025 dataset: one molecule with the formula C2H3N3O2 (the ωB97M-V functional and the def2-TZVPD basis).

Element x y z (Å)
O -2.630 -0.297 -0.210
C -1.427 -0.057 -0.175
N -0.884 1.237 -0.290
C 0.241 1.110 0.212
N 0.793 -0.155 0.372
O 1.683 -0.272 -0.606
N -0.327 -0.976 0.040
H 0.841 1.976 0.285
H 2.339 -0.748 -0.153
H -0.629 -1.820 0.524

Results
Energy, eV: -10684.75979
HOMO level, eV: -10.20
SMILES string: O=c1ncn(O)[nH]1

(7)
Entry from the Open Molecules 2025 dataset: a 2-piece molecular cluster, C8H12ClN2 overall (the ωB97M-V functional and the def2-TZVPD basis).

Element x y z (Å)
C 1.645 0.431 -0.590
N 1.025 0.226 0.719
C 0.050 1.242 1.156
C 1.176 -0.923 1.347
H 1.561 1.484 -0.877
H 2.694 0.106 -0.516
H 1.150 -0.170 -1.374
H 0.212 2.163 0.575
H -0.996 0.932 0.971
H 0.173 1.424 2.234
H 0.626 -1.066 2.280
H 1.555 -1.766 0.749
Cl 5.939 -3.506 5.195
C 4.703 -2.848 4.204
C 4.390 -3.442 2.982
C 3.369 -2.877 2.212
N 2.704 -1.777 2.597
C 2.991 -1.220 3.775
C 3.998 -1.719 4.612
H 4.930 -4.323 2.638
H 3.104 -3.337 1.255
H 2.421 -0.347 4.088
H 4.223 -1.235 5.554

Results
Energy, eV: -23985.76733
HOMO level, eV: -13.43
Total charge: +1

(8)
Entry from the Open Molecules 2025 dataset: C15H40FLiO5 as an isolated structure (the ωB97M-V functional and the def2-TZVPD basis).

Element x y z (Å)
Li -0.012 -0.359 -0.084
F 0.551 -1.556 1.358
C 5.026 -2.387 1.372
C 4.112 -1.162 1.579
C 4.794 0.148 1.311
O 2.979 -1.238 0.724
H 4.628 -3.196 1.990
H 6.067 -2.301 1.675
H 4.933 -2.664 0.320
H 3.789 -1.250 2.618
H 5.715 0.289 1.891
H 4.202 0.983 1.700
H 5.082 0.323 0.275
H 2.126 -1.417 1.196
C -1.370 -0.867 -3.821
C -1.884 -0.594 -2.379
C -3.402 -0.684 -2.126
O -1.127 -1.409 -1.492
H -1.955 -0.279 -4.526
H -1.408 -1.933 -4.040
H -0.333 -0.543 -3.766
H -1.609 0.438 -2.144
H -3.695 -1.532 -1.502
H -3.991 -0.713 -3.043
H -3.760 0.174 -1.555
H -1.394 -2.328 -1.598
C -3.194 -1.016 3.867
C -2.107 -1.506 2.902
C -2.638 -1.618 1.482
O -1.012 -0.570 2.966
H -3.847 -0.222 3.492
H -2.707 -0.700 4.788
H -3.900 -1.831 4.051
H -1.822 -2.470 3.331
H -3.461 -2.339 1.528
H -1.827 -1.979 0.871
H -3.037 -0.675 1.109
H -0.363 -0.979 2.328
C -2.946 2.451 1.772
C -2.193 2.021 0.528
C -1.771 3.220 -0.296
O -1.049 1.220 0.838
H -2.483 3.363 2.168
H -2.930 1.755 2.614
H -3.991 2.683 1.568
H -2.914 1.429 -0.050
H -1.133 3.910 0.259
H -2.654 3.825 -0.522
H -1.303 2.921 -1.234
H -1.287 0.765 1.674
C 3.179 0.256 -2.989
C 2.447 1.076 -1.925
C 1.557 2.188 -2.434
O 1.737 0.173 -1.081
H 3.967 -0.335 -2.529
H 3.597 0.925 -3.750
H 2.489 -0.390 -3.534
H 3.206 1.574 -1.302
H 2.089 2.739 -3.211
H 1.181 2.875 -1.679
H 0.675 1.753 -2.924
H 2.376 -0.435 -0.610

Results
Energy, eV: -29366.85003
HOMO level, eV: -9.55

(9)
Entry from the Open Molecules 2025 dataset: a 4-piece molecular cluster, C41H66ClF3N3O11S3 overall (the ωB97M-V functional and the def2-TZVPD basis).

Element x y z (Å)
C -2.471 -4.458 -0.464
C -1.631 -4.127 -1.281
C -0.306 -3.682 -1.983
C -0.434 -2.139 -2.376
C -0.036 -1.276 -1.092
C -0.219 0.272 -1.327
N -1.666 0.558 -1.651
C -1.696 1.579 -2.770
C -3.124 2.225 -3.006
C -3.100 3.825 -3.147
C -2.139 1.100 -0.362
N -3.250 0.752 0.202
C -4.082 -0.258 -0.538
C -5.433 -0.662 0.175
C -6.607 0.191 -0.489
S -8.149 0.282 0.496
O -9.256 -0.309 -0.270
O -8.444 1.696 0.777
O -7.927 -0.624 1.854
C -3.574 1.333 1.534
C -4.845 2.279 1.571
C -4.772 3.098 2.936
C -4.779 2.252 4.181
C -4.754 2.914 5.515
C -4.712 4.392 5.569
C -4.691 5.223 4.322
C -4.735 4.575 2.970
N -1.063 1.970 0.035
S -1.275 3.565 0.448
O -2.674 3.934 0.163
O -1.059 3.755 1.881
C -0.229 4.826 -0.442
F 0.883 5.169 0.300
F -0.995 5.981 -0.483
F 0.072 4.525 -1.746
C 0.230 1.289 -0.128
C 0.541 0.478 1.204
C 1.070 1.410 2.366
O 2.231 1.735 2.506
C 1.518 2.017 -0.681
C 2.794 1.039 -0.702
C 4.025 1.898 -1.267
C 5.423 1.465 -0.663
S 6.316 3.034 -0.210
O 5.518 3.802 0.762
O 7.649 2.750 0.332
Cl 6.520 4.284 -1.885
H -3.298 -4.905 0.181
H 0.603 -3.825 -1.322
H -0.229 -4.308 -2.927
H 0.274 -1.929 -3.231
H -1.471 -1.859 -2.712
H -0.608 -1.694 -0.212
H 1.057 -1.515 -0.897
H 0.459 0.496 -2.203
H -1.448 0.973 -3.700
H -0.854 2.321 -2.657
H -3.552 1.816 -3.976
H -3.886 1.998 -2.209
H -4.125 4.173 -2.796
H -2.993 4.178 -4.206
H -2.365 4.270 -2.426
H -4.299 0.017 -1.603
H -3.444 -1.200 -0.583
H -5.414 -0.642 1.297
H -5.633 -1.743 -0.113
H -6.830 -0.303 -1.487
H -6.221 1.234 -0.706
H -8.642 -0.343 2.468
H -2.726 1.880 2.029
H -3.812 0.451 2.212
H -5.829 1.713 1.635
H -4.924 2.981 0.688
H -4.826 1.129 4.085
H -4.775 2.251 6.419
H -4.712 4.867 6.593
H -4.644 6.332 4.472
H -4.733 5.219 2.048
H -0.449 0.030 1.549
H 1.287 -0.348 1.062
H 0.299 1.814 3.098
H 1.799 2.818 0.080
H 1.433 2.420 -1.729
H 3.092 0.755 0.357
H 2.584 0.117 -1.312
H 3.990 1.804 -2.396
H 3.857 2.999 -1.032
H 6.067 0.954 -1.443
H 5.359 0.831 0.266
C -2.620 -8.864 1.944
C -3.943 -9.184 1.279
C -4.606 -7.821 1.223
O -3.552 -6.850 1.106
C -2.297 -7.500 1.363
H -1.841 -9.602 1.752
H -2.757 -8.786 3.027
H -3.768 -9.556 0.266
H -4.537 -9.924 1.816
H -5.156 -7.608 2.145
H -5.290 -7.722 0.379
H -1.765 -7.590 0.411
H -1.699 -6.886 2.040
C 7.320 1.243 -5.589
C 8.656 1.345 -4.879
C 8.232 1.497 -3.430
O 6.989 0.790 -3.287
C 6.492 0.457 -4.590
H 7.377 0.763 -6.566
H 6.895 2.243 -5.723
H 9.217 0.415 -5.009
H 9.278 2.169 -5.228
H 8.053 2.546 -3.176
H 8.968 1.092 -2.733
H 6.618 -0.622 -4.732
H 5.426 0.694 -4.648
C 7.184 -2.880 2.915
C 6.694 -1.704 3.736
C 6.732 -0.575 2.723
O 6.485 -1.165 1.436
C 6.574 -2.592 1.556
H 6.888 -3.850 3.317
H 8.276 -2.856 2.848
H 5.664 -1.881 4.060
H 7.299 -1.502 4.620
H 7.718 -0.102 2.691
H 5.984 0.195 2.923
H 5.559 -2.999 1.483
H 7.170 -2.993 0.735

Results
Energy, eV: -123743.41922
HOMO level, eV: -11.13
Total charge: +1

(10)
Entry from the Open Molecules 2025 dataset: a 2-piece molecular cluster, CH2F3NOS overall (the ωB97M-V functional and the def2-TZVPD basis).

Element x y z (Å)
C -0.451 -0.845 -2.021
N 0.737 1.300 2.528
O 0.110 0.103 -2.317
F 0.075 -1.720 -1.132
F -1.592 -1.365 -2.451
F -0.314 1.185 -0.006
S 1.059 0.690 1.212
H 0.532 -0.570 1.080
H -0.155 1.221 3.106

Results
Energy, eV: -23592.50032
HOMO level, eV: -10.74

Among the records above, which one has the highest energy?
C2H3N3O2